one | The molecule C5H4F3NO, computed with wB97M-V/def2-TZVPD.

```
14
Properties=species:S:1:pos:R:3:mulliken_charge:R:1
C -0.97 -2.22 -0.11 -0.375
C -0.26 -1.26 -0.07 -0.137
N 0.52 -0.17 0.03 -0.046
C -0.14 1.12 0.09 0.702
C -1.60 1.10 -0.07 -1.079
O 0.48 2.09 0.36 -0.502
C 1.97 -0.20 0.03 0.770
F 2.48 0.66 -0.86 -0.261
F 2.50 -1.35 -0.41 -0.254
F 2.54 0.02 1.23 -0.259
H -1.63 -2.92 0.14 0.510
H -1.95 1.98 0.44 0.325
H -2.21 0.17 0.37 0.286
H -1.75 0.97 -1.16 0.320
```

## Properties
- LUMO level: 0.69 eV
- Frontier orbital gap: 10.683 eV
- SMILES: C#CN(C(C)=O)C(F)(F)F



two | The molecule C5H4F3NO, computed with wB97M-V/def2-TZVPD.

```
14
Properties=species:S:1:pos:R:3:mulliken_charge:R:1
C -0.03 0.69 1.25 0.038
C 0.31 -0.02 -1.00 -0.605
C -1.13 -0.04 1.28 -0.495
C -0.91 -0.60 -0.80 0.285
C -2.26 -0.43 2.14 0.799
N 0.76 0.69 0.15 -0.157
O -1.69 -1.40 -1.46 -0.482
F -3.43 0.33 1.94 -0.265
F -2.71 -1.71 1.94 -0.257
F -2.12 -0.35 3.48 -0.259
H 0.34 1.29 2.20 0.270
H 0.88 0.11 -1.82 0.493
H 1.17 1.60 0.10 0.257
H -2.03 -2.14 -0.96 0.377
```

## Properties
- LUMO level: 0.69 eV
- Frontier orbital gap: 9.442 eV



Stability ranking, top entry: one; the second entry is 1.446 eV less favorable.